# 1
Density functional theory data (the ωB97M-V functional and the def2-TZVPD basis) for a cluster of 2 separate species, C33H35BN3O in total.

Computed properties:
- gap between HOMO and LUMO (eV) = 4.90

```
! RIJCOSX wB97M-V def2-TZVPD def2/J DEFGRID3
* xyz 1 1
C -1.22 3.50 3.67
N -0.80 3.25 2.32
C -0.34 4.24 1.49
O -0.29 5.44 1.74
C 0.14 3.57 0.20
C 1.62 3.83 -0.06
C 2.46 3.39 1.11
C 2.77 4.29 2.13
C 3.50 3.87 3.24
C 3.97 2.55 3.31
C 3.72 1.67 2.26
C 2.97 2.09 1.15
N -0.15 2.17 0.46
C -0.01 1.15 -0.42
C -0.22 -0.15 -0.07
C -0.20 -1.21 -1.11
C -0.53 -2.64 -0.75
C -1.04 -3.46 -1.76
C -1.35 -4.79 -1.51
C -1.15 -5.33 -0.23
C -0.63 -4.52 0.77
C -0.30 -3.18 0.52
C -0.68 1.89 1.80
C -1.99 1.16 1.78
C -3.03 1.62 1.07
C -4.32 0.96 0.97
C -5.37 1.60 0.28
C -6.61 0.99 0.14
C -6.83 -0.28 0.70
C -5.80 -0.92 1.41
C -4.55 -0.31 1.55
H -1.19 4.58 3.86
H -2.23 3.11 3.83
H -0.54 3.00 4.38
H -0.49 3.93 -0.64
H 1.91 3.31 -0.98
H 1.72 4.91 -0.22
H 2.39 5.32 2.07
H 3.70 4.57 4.05
H 4.56 2.23 4.17
H 4.10 0.65 2.29
H 2.75 1.40 0.33
H 0.31 1.40 -1.43
H -0.37 -0.44 0.97
H -0.85 -0.88 -1.94
H -1.23 -3.03 -2.75
H -1.78 -5.40 -2.30
H -1.44 -6.36 -0.02
H -0.48 -4.93 1.77
H 0.13 -2.56 1.31
H 0.06 1.32 2.38
H -2.00 0.20 2.29
H -2.92 2.55 0.51
H -5.18 2.59 -0.15
H -7.41 1.50 -0.41
H -7.80 -0.77 0.58
H -5.97 -1.91 1.85
H -3.75 -0.80 2.10
H 0.81 -1.18 -1.50
B 3.15 -0.98 -3.32
N 3.35 -2.39 -3.67
C 4.59 -2.73 -4.14
C 4.84 -4.02 -4.56
C 3.85 -5.00 -4.44
C 2.62 -4.64 -3.88
C 2.39 -3.34 -3.49
H 2.50 -0.35 -4.08
H 3.65 -0.76 -2.27
H 5.35 -1.95 -4.16
H 5.82 -4.23 -4.99
H 4.03 -6.01 -4.78
H 1.83 -5.37 -3.76
H 1.47 -3.02 -3.01
*
```

# 2
Density functional theory data (the ωB97M-V functional and the def2-TZVPD basis) for a structure of composition C33H35BaBrN6O4S.

Computed properties:
- gap between HOMO and LUMO (spin up / spin down) (eV) = 4.81 / 5.55

```
! RIJCOSX wB97M-V def2-TZVPD def2/J DEFGRID3
* xyz -1 2
Ba 0.28 0.30 0.66
C -2.90 -0.19 -1.49
O -2.30 1.09 -1.33
C -3.05 1.99 -0.54
C -2.88 1.78 0.96
O -1.53 1.92 1.37
C -0.95 3.24 1.31
C 0.30 3.28 2.19
O 1.29 2.41 1.67
C 2.53 2.41 2.38
H -3.92 -0.08 -1.88
H -2.92 -0.75 -0.55
H -2.29 -0.73 -2.20
H -4.12 1.93 -0.78
H -2.70 2.99 -0.81
H -3.17 0.76 1.23
H -3.52 2.48 1.51
H -1.68 3.97 1.69
H -0.68 3.51 0.28
H 0.05 2.99 3.22
H 0.70 4.31 2.19
H 2.94 3.42 2.41
H 3.21 1.75 1.85
H 2.38 2.02 3.39
C 0.75 5.51 -1.60
C 1.82 4.85 -1.00
C 1.93 3.47 -1.06
C 0.97 2.68 -1.72
C -0.09 3.37 -2.36
C -0.19 4.75 -2.29
N 1.02 1.30 -1.63
C 0.79 0.51 -2.72
C 1.00 0.93 -4.05
C 0.82 0.10 -5.14
C 0.42 -1.22 -4.96
C 0.21 -1.70 -3.67
C 0.40 -0.89 -2.55
N 0.13 -1.33 -1.25
N -0.22 -2.60 -1.09
C -0.76 -2.90 0.13
C -0.96 -4.28 0.43
C -1.56 -4.65 1.60
C -1.99 -3.67 2.52
C -1.75 -2.36 2.19
N -1.15 -1.97 1.05
H 0.67 6.59 -1.55
H 2.58 5.42 -0.48
H 2.77 2.96 -0.60
H -0.84 2.78 -2.87
H -1.03 5.24 -2.78
H 1.33 1.95 -4.21
H 1.00 0.48 -6.14
H 0.27 -1.87 -5.82
H -0.10 -2.72 -3.50
H -0.62 -5.00 -0.30
H -1.70 -5.70 1.82
H -2.47 -3.93 3.44
H -2.04 -1.56 2.86
O 1.71 -0.97 1.94
N 1.48 -1.78 2.96
C 1.87 -3.07 2.82
C 1.71 -3.98 3.81
C 1.11 -3.55 5.00
C 0.69 -2.26 5.12
C 0.83 -1.31 4.08
S 0.20 0.29 4.15
H 2.30 -3.28 1.85
H 2.03 -5.00 3.65
H 0.97 -4.25 5.82
H 0.20 -1.91 6.02
Br 4.95 2.47 -2.82
C 4.40 0.67 -2.48
C 4.50 -0.24 -3.52
C 4.13 -1.54 -3.26
C 3.65 -1.86 -2.00
C 3.56 -0.86 -1.06
N 3.95 0.40 -1.28
H 4.87 0.07 -4.49
H 4.19 -2.29 -4.04
H 3.30 -2.86 -1.76
H 3.12 -1.08 -0.09
*
```

# 3
Density functional theory data (the ωB97M-V functional and the def2-TZVPD basis) for a structure of composition C33H35BrFILuN6O9.

Computed properties:
- gap between HOMO and LUMO (eV) = 6.93

```
! RIJCOSX wB97M-V def2-TZVPD def2/J DEFGRID3
* xyz 1 1
Lu 0.20 0.21 0.53
N -1.75 -0.86 2.15
N -1.66 -2.21 1.71
C -1.27 -2.46 0.36
O -1.43 -3.59 -0.05
O -0.72 -1.48 -0.24
H -1.71 -0.86 3.17
H -2.65 -0.43 1.88
H -2.41 -2.83 2.00
F 2.77 2.77 -5.41
C 1.45 2.74 -5.11
C 1.05 2.07 -3.99
C -0.28 2.08 -3.59
C -0.64 1.48 -2.30
O 0.22 0.87 -1.64
C -2.00 1.69 -1.91
C -2.88 2.27 -2.77
N -2.55 2.75 -3.99
C -3.57 3.32 -4.82
C -4.85 2.56 -5.02
C -3.87 2.68 -6.15
C -1.23 2.74 -4.39
C -0.81 3.38 -5.56
C 0.53 3.43 -5.92
N 0.89 4.15 -7.09
C 0.48 5.54 -7.18
C 0.08 5.81 -8.65
N 0.75 4.78 -9.48
C 2.17 4.63 -9.09
C 2.20 3.96 -7.69
C -2.51 1.35 -0.49
O -3.72 1.25 -0.32
O -1.62 1.30 0.40
H 1.77 1.55 -3.37
H -3.91 2.37 -2.48
H -3.63 4.40 -4.75
H -5.76 3.13 -5.08
H -4.95 1.61 -4.54
H -4.11 3.33 -6.98
H -3.30 1.80 -6.41
H -1.54 3.87 -6.19
H 1.30 6.20 -6.89
H -0.36 5.74 -6.52
H 0.41 6.80 -8.97
H -1.00 5.73 -8.79
H 0.65 4.97 -10.48
H 0.30 3.88 -9.26
H 2.64 5.62 -9.07
H 2.71 4.01 -9.81
H 3.01 4.41 -7.10
H 2.40 2.89 -7.79
O 2.59 -5.81 1.47
C 2.20 -4.53 1.45
C 1.57 -3.90 2.51
C 1.23 -2.57 2.39
N 1.44 -1.85 1.29
C 2.02 -2.47 0.28
Br 2.26 -1.43 -1.28
C 2.46 -3.78 0.30
H 2.32 -6.25 2.29
H 1.34 -4.44 3.42
H 0.77 -2.03 3.21
H 2.96 -4.22 -0.55
I 7.30 5.58 -0.39
C 5.59 4.35 -0.14
C 4.42 4.68 -0.81
C 3.30 3.90 -0.62
C 3.35 2.79 0.21
C 4.54 2.46 0.85
C 5.66 3.25 0.69
C 2.13 1.95 0.46
O 2.31 0.75 0.80
O 0.99 2.45 0.34
H 4.40 5.54 -1.46
H 2.37 4.14 -1.12
H 4.56 1.59 1.48
H 6.58 3.00 1.19
C 1.34 2.35 4.37
C 0.34 1.84 3.37
C -0.88 2.69 3.14
O 0.49 0.76 2.81
H 0.91 2.26 5.37
H 1.57 3.39 4.19
H 2.25 1.75 4.32
H -0.65 3.75 3.22
H -1.62 2.44 3.90
H -1.30 2.45 2.16
*
```

# 4
Density functional theory data (the ωB97M-V functional and the def2-TZVPD basis) for a structure of composition C33H35BrN5O2PdSe.

Computed properties:
- gap between HOMO and LUMO (eV) = 7.76

```
! RIJCOSX wB97M-V def2-TZVPD def2/J DEFGRID3
* xyz 1 1
Pd 0.31 -0.13 -0.94
O 4.67 3.33 -1.49
C 4.88 2.41 -0.49
C 5.93 2.53 0.41
C 6.07 1.60 1.43
C 5.15 0.57 1.56
C 4.11 0.47 0.66
C 3.96 1.37 -0.38
C 2.80 1.27 -1.36
O 2.28 0.01 -1.44
N 1.79 2.26 -0.89
N 0.53 2.01 -1.24
C -0.39 2.89 -1.20
C -1.77 2.59 -1.58
Br -2.00 0.96 -2.54
C -2.79 3.42 -1.36
C -4.22 3.20 -1.66
C -4.88 2.06 -1.22
C -6.21 1.87 -1.53
C -6.90 2.81 -2.28
C -6.26 3.97 -2.69
C -4.93 4.17 -2.37
H 5.43 3.93 -1.53
H 6.64 3.35 0.31
H 6.90 1.70 2.12
H 5.26 -0.15 2.36
H 3.38 -0.33 0.74
H 3.15 1.61 -2.35
H 2.08 3.23 -0.81
H -0.18 3.92 -0.88
H -2.52 4.38 -0.93
H -4.35 1.34 -0.61
H -6.73 0.98 -1.17
H -7.94 2.65 -2.53
H -6.80 4.72 -3.25
H -4.43 5.08 -2.69
C -3.65 -2.68 -3.03
N -2.28 -3.07 -2.63
C -1.27 -2.62 -3.64
C -1.96 -2.57 -1.23
C -0.58 -2.99 -0.83
C -0.36 -4.36 -0.67
C 0.90 -4.86 -0.41
C 1.96 -3.96 -0.32
C 1.75 -2.60 -0.46
C 0.47 -2.07 -0.72
H -3.89 -3.12 -4.00
H -3.69 -1.59 -3.11
H -4.35 -3.02 -2.28
H -2.23 -4.09 -2.59
H -1.27 -1.53 -3.66
H -1.55 -3.02 -4.61
H -0.29 -2.98 -3.33
H -2.74 -2.98 -0.58
H -2.07 -1.49 -1.27
H -1.20 -5.05 -0.72
H 1.06 -5.92 -0.29
H 2.96 -4.33 -0.15
H 2.58 -1.91 -0.40
C -0.71 1.47 3.84
N 0.01 0.29 3.40
C -0.17 -0.37 2.25
Se -1.41 0.01 0.91
N 0.70 -1.40 2.22
C 1.47 -1.41 3.37
C 2.49 -2.25 3.80
C 3.04 -1.96 5.04
C 2.59 -0.88 5.81
C 1.57 -0.05 5.38
C 1.02 -0.34 4.14
H -1.21 1.90 2.98
H 0.00 2.18 4.25
H -1.44 1.21 4.60
H 0.78 -2.01 1.41
H 2.83 -3.08 3.21
H 3.84 -2.58 5.41
H 3.05 -0.69 6.77
H 1.22 0.77 5.98
*
```

# 5
Density functional theory data (the ωB97M-V functional and the def2-TZVPD basis) for a structure of composition C33H35ClI2NNiOTe.

Computed properties:
- gap between HOMO and LUMO (spin up / spin down) (eV) = 5.68 / 5.73

```
! RIJCOSX wB97M-V def2-TZVPD def2/J DEFGRID3
* xyz 0 4
Ni -0.94 -1.30 -1.74
I -1.10 3.27 -4.86
C 0.77 3.33 -5.76
I -0.17 -1.21 -4.08
H 1.07 4.29 -6.16
H 1.02 2.40 -6.25
Cl -3.53 -5.52 -1.15
C -4.24 -3.97 -0.99
C -5.53 -4.04 -0.45
C -6.22 -2.87 -0.20
C -5.66 -1.63 -0.39
C -4.35 -1.57 -0.82
C -3.66 -2.72 -1.37
C -2.44 -2.69 -2.12
H -5.98 -5.00 -0.28
H -7.19 -2.97 0.24
H -6.16 -0.70 -0.09
H -3.77 -0.65 -0.80
H -2.58 -2.42 -3.18
H -1.87 -3.61 -2.01
C 4.04 -4.78 3.36
C 3.18 -3.89 2.42
C 1.78 -3.76 2.46
C 1.07 -2.85 1.65
C -0.44 -2.64 1.85
C 1.73 -2.04 0.76
Te 0.93 -0.31 -0.35
N -1.26 0.38 -1.23
C -1.52 1.01 -0.13
O -0.90 0.84 0.98
C -2.66 1.98 -0.12
C -2.89 2.65 1.13
C -4.02 3.46 1.30
C -4.91 3.57 0.24
C -4.60 3.04 -0.99
C -3.50 2.24 -1.19
C 2.12 1.53 0.12
C 2.74 2.24 -0.92
C 2.57 1.90 -2.37
C 3.44 3.42 -0.54
C 3.52 3.87 0.79
C 4.15 5.23 1.13
C 3.04 3.04 1.79
C 2.21 1.93 1.47
C 1.59 1.11 2.59
C 3.14 -2.24 0.58
C 4.03 -1.51 -0.42
C 3.80 -3.16 1.39
H 3.31 -5.38 3.93
H 4.60 -4.19 4.08
H 4.65 -5.43 2.71
H 1.15 -4.28 3.16
H -0.87 -3.30 2.61
H -0.96 -2.86 0.90
H -0.67 -1.59 2.12
H -2.16 2.44 1.90
H -4.17 3.99 2.21
H -5.89 4.08 0.37
H -5.27 3.15 -1.82
H -3.31 1.73 -2.15
H 1.49 1.65 -2.61
H 3.12 1.00 -2.69
H 2.97 2.68 -3.03
H 3.87 4.04 -1.32
H 4.57 5.75 0.23
H 4.93 5.14 1.92
H 3.38 5.89 1.58
H 3.28 3.23 2.85
H 1.98 1.50 3.53
H 1.86 0.06 2.46
H 0.50 1.23 2.57
H 3.92 -1.74 -1.49
H 5.09 -1.68 -0.19
H 3.88 -0.41 -0.33
H 4.88 -3.34 1.22
*
```

# 6
Density functional theory data (the ωB97M-V functional and the def2-TZVPD basis) for a structure of composition C33H35CrIO7PS3.

Computed properties:
- gap between HOMO and LUMO (spin up / spin down) (eV) = 6.98 / 5.69

```
! RIJCOSX wB97M-V def2-TZVPD def2/J DEFGRID3
* xyz -1 3
Cr 0.83 0.62 -1.03
C -0.51 5.21 1.96
C 0.33 5.46 0.72
O 1.25 4.41 0.47
P 0.93 3.09 -0.45
S 2.76 2.33 -0.60
S -0.68 2.17 0.32
O 0.40 3.76 -1.83
C 1.31 4.45 -2.68
C 1.89 3.53 -3.73
H -1.12 6.08 2.17
H 0.15 5.01 2.81
H -1.14 4.34 1.81
H 0.96 6.35 0.86
H -0.31 5.61 -0.15
H 2.11 4.90 -2.08
H 0.72 5.25 -3.15
H 2.55 2.80 -3.27
H 2.46 4.11 -4.46
H 1.09 3.00 -4.24
I 2.59 -6.23 1.99
C 2.63 -4.62 0.60
C 1.48 -3.90 0.38
C 1.51 -2.86 -0.54
C 2.67 -2.58 -1.26
C 3.81 -3.34 -1.02
C 3.81 -4.35 -0.08
C 2.71 -1.51 -2.35
O 3.42 -1.74 -3.33
O 1.99 -0.48 -2.18
H 0.57 -4.13 0.91
H 0.62 -2.27 -0.71
H 4.70 -3.12 -1.59
H 4.70 -4.92 0.12
C -6.27 -2.67 -3.10
C -4.95 -1.97 -2.99
C -3.77 -2.58 -3.40
C -2.54 -1.96 -3.22
C -1.28 -2.67 -3.62
C -2.50 -0.70 -2.63
C -3.67 -0.04 -2.27
C -3.61 1.33 -1.68
C -4.89 -0.68 -2.46
C -1.19 -0.14 -2.17
O -0.57 0.80 -2.69
O -0.74 -0.67 -1.12
H -6.14 -3.75 -3.01
H -6.72 -2.47 -4.07
H -6.95 -2.33 -2.32
H -3.81 -3.56 -3.84
H -1.45 -3.25 -4.53
H -0.96 -3.35 -2.83
H -0.47 -1.96 -3.79
H -3.08 1.32 -0.72
H -4.61 1.74 -1.52
H -3.05 2.00 -2.33
H -5.80 -0.19 -2.16
O 1.55 -0.06 0.84
S 0.42 -0.43 1.72
C 1.17 -1.65 2.83
C 0.41 -2.31 3.79
C 1.00 -3.29 4.57
C 2.34 -3.61 4.39
C 3.09 -2.95 3.42
C 2.50 -1.97 2.64
C 0.39 0.85 3.00
C -0.78 1.07 3.72
C -0.82 2.10 4.64
C 0.28 2.91 4.83
C 1.44 2.69 4.11
C 1.50 1.65 3.19
H -0.63 -2.06 3.91
H 0.42 -3.82 5.31
H 2.79 -4.39 4.98
H 4.12 -3.22 3.25
H 3.05 -1.46 1.87
H -1.64 0.46 3.54
H -1.73 2.29 5.20
H 0.24 3.74 5.53
H 2.31 3.32 4.24
H 2.39 1.48 2.59
*
```

| no. | total energy (eV) |
| --- | --- |
| 1 | -41975.5276 |
| 2 | -133491.7662 |
| 3 | -176638.5010 |
| 4 | -185196.6843 |
| 5 | -115379.8726 |
| 6 | -127445.1213 |